Record 1
The following is a DFT calculation (ωB97M-V/def2-TZVPD) of the molecule C4H4N2O at a distorted geometry.

E_HOMO   -9.467 eV
LUMO energy   0.3 eV
Orbital gap   9.78 eV
SMILES string   O=Cc1cnc[nH]1
Energy relative to the best compared isomer or geometry (same formula, charge and spin)   15.0 kcal/mol

Cartesian coordinates (Å):
O -2.177 -1.392 -0.160
C -1.861 -0.232 0.008
C -0.475 0.159 0.059
C 0.231 1.336 -0.104
N 1.545 1.028 -0.232
C 1.682 -0.261 -0.032
N 0.527 -0.896 0.178
H -2.641 0.521 0.153
H -0.041 2.400 -0.139
H 2.650 -0.743 -0.070
H 0.560 -1.920 0.338

Cartesian forces (eV/Å) of the 2 atoms listed first:
-0.137 -0.014 0.070
-0.233 -0.621 0.228

Record 2
The following is a DFT calculation (ωB97M-V/def2-TZVPD) of a cluster of 2 separate species, C4H4N2O in total.

E_HOMO   -9.636 eV
LUMO energy   -1.2 eV
Orbital gap   8.42 eV
SMILES string   O=C1C=C=NC=N1.[H][H]
Energy relative to the best compared isomer or geometry (same formula, charge and spin)   91.1 kcal/mol

Cartesian coordinates (Å):
O 2.487 -1.453 -0.198
C 1.357 -1.056 -0.100
C 1.191 0.491 0.195
C -0.096 0.590 0.260
N -1.201 0.045 0.185
C -0.969 -1.307 -0.087
N 0.198 -1.828 -0.224
H 2.069 1.109 0.295
H -1.870 -1.904 -0.186
H -1.580 2.851 -0.381
H -1.585 2.462 0.241

Cartesian forces (eV/Å) of the 2 atoms listed first:
-0.408 0.085 0.021
0.299 -0.093 -0.030